The following is a quantum chemistry calculation of a molecular structure, C20H20ClN3OS in a non-equilibrium geometry, from the OMol25 dataset.

calculated total energy = -50924.5208 eV
molecular weight = 385.9 g mol⁻¹
highest occupied orbital energy = -8.132 eV
charge = 0
energy above the lowest of the compared OMol25 structures with the same formula, charge and spin = 1680.3 kJ/mol
F_max = 0.351 Eh/bohr
LUMO = -0.33 eV
spin multiplicity = 1

Cartesian coordinates (Å):
O  2.67  0.51  0.60
C  1.91  0.15  -0.40
N  1.89  -1.16  -0.81
C  1.11  -1.96  -1.65
H  1.82  -2.82  -2.26
C  0.07  -2.64  -0.68
N  0.61  -2.72  0.79
C  -0.53  -3.34  1.46
H  -0.01  -3.52  2.44
C  -1.64  -2.28  1.75
C  -1.47  -0.93  1.90
N  -2.23  -0.17  1.22
C  -1.70  1.25  1.11
C  -0.79  1.82  1.85
C  0.19  0.87  2.29
C  -0.05  -0.44  2.56
H  0.74  -1.06  2.89
H  1.18  1.29  2.91
H  -0.65  2.92  1.69
H  -2.62  1.91  0.90
H  -2.17  -2.66  2.66
H  -2.48  -2.49  1.20
H  -0.99  -4.25  1.30
C  1.77  -3.27  0.85
C  2.55  -2.32  -0.09
H  3.52  -2.60  -0.52
H  3.37  -1.60  0.87
H  1.89  -3.51  1.67
H  1.92  -4.23  0.19
H  -0.86  -1.90  -0.69
H  -0.44  -3.62  -1.18
H  0.70  -1.44  -2.49
C  0.95  0.99  -0.97
C  1.29  2.30  -0.98
C  0.14  3.04  -1.46
C  -0.28  4.49  -1.52
C  -1.29  4.91  -2.26
C  -2.26  4.21  -2.26
C  -2.19  2.72  -2.39
C  -1.07  2.14  -1.74
S  -0.48  0.70  -1.57
H  -2.96  2.03  -2.45
H  -3.13  4.46  -2.86
H  -1.23  6.00  -2.16
H  0.66  4.96  -1.26
Cl  2.60  3.25  -0.44

Atom charges from the Löwdin analysis, given in e for atoms 1 to 5:
1. O -0.0507
2. C -0.4032
3. N -0.0397
4. C -0.2323
5. H 0.1848

---

The following is a quantum chemistry calculation of 2 unconnected molecules or ions with the total composition C20H20F3 in a non-equilibrium geometry, from the OMol25 dataset.

calculated total energy = -29206.0111 eV
molecular weight = 317.4 g mol⁻¹
highest occupied orbital energy = -11.831 eV
charge = +1
energy above the lowest of the compared OMol25 structures with the same formula, charge and spin = 212.5 kJ/mol
F_max = 0.031 Eh/bohr
LUMO = -6.31 eV
spin multiplicity = 1

Cartesian coordinates (Å):
C  2.71  -2.31  2.89
C  2.54  -1.00  2.20
C  1.47  -0.61  1.46
C  1.31  0.80  1.24
H  0.14  0.43  -1.18
C  0.37  1.74  1.77
C  0.84  2.62  2.68
C  0.04  3.43  3.64
H  3.60  -2.25  3.54
H  1.84  -2.53  3.54
H  2.85  -3.13  2.18
H  3.35  -0.29  2.41
H  0.79  -1.31  0.96
H  2.07  1.24  0.58
H  -0.65  1.76  1.36
H  1.93  2.75  2.80
H  0.73  3.93  4.35
H  -0.55  4.21  3.13
H  -0.63  2.78  4.23
F  -4.35  -0.54  0.80
C  -3.69  0.27  -0.10
C  -4.17  1.56  -0.29
C  -3.43  2.36  -1.17
F  -3.83  3.67  -1.33
C  -2.29  1.91  -1.82
C  -1.83  0.60  -1.59
C  -0.43  0.29  -2.06
C  0.09  -1.05  -2.51
C  1.20  -1.02  -3.37
C  1.95  -2.17  -3.60
C  1.63  -3.37  -2.94
C  0.53  -3.37  -2.09
F  0.25  -4.52  -1.37
C  -0.26  -2.25  -1.88
C  -2.55  -0.23  -0.71
H  -5.02  1.94  0.27
H  -1.73  2.58  -2.45
H  -0.13  1.07  -2.77
H  1.50  -0.08  -3.82
H  2.80  -2.14  -4.29
H  2.26  -4.26  -3.04
H  -1.08  -2.32  -1.19
H  -2.19  -1.21  -0.45

Atom charges from the Löwdin analysis, given in e for atoms 1 to 5:
1. C -0.0568
2. C -0.0762
3. C -0.0610
4. C 0.0774
5. H 0.0856

---

The following is a quantum chemistry calculation of 2 unconnected molecules or ions with the total composition C20H20F4NO in a non-equilibrium geometry, from the OMol25 dataset.

calculated total energy = -35462.3255 eV
molecular weight = 366.4 g mol⁻¹
highest occupied orbital energy = -10.313 eV
charge = +1
energy above the lowest of the compared OMol25 structures with the same formula, charge and spin = 180.0 kJ/mol
F_max = 0.036 Eh/bohr
LUMO = -6.56 eV
spin multiplicity = 1

Cartesian coordinates (Å):
C  -0.81  -0.22  2.25
N  -1.69  0.90  2.14
C  -1.10  2.20  2.18
C  -2.07  3.28  2.65
O  -3.39  3.05  2.20
C  -3.94  1.80  2.59
C  -3.10  0.62  2.11
H  -1.32  -1.05  2.75
H  -0.47  -0.58  1.27
H  0.08  0.05  2.84
H  -0.24  2.18  2.86
H  -0.74  2.49  1.17
H  -2.02  3.33  3.75
H  -1.81  4.25  2.21
H  -4.04  1.73  3.69
H  -4.93  1.78  2.11
H  -3.42  0.37  1.08
H  -3.30  -0.24  2.76
F  -0.41  1.86  -5.08
C  -1.08  1.02  -4.22
C  -2.45  0.84  -4.42
C  -3.08  -0.06  -3.55
F  -4.42  -0.29  -3.74
C  -2.41  -0.72  -2.53
C  -1.02  -0.48  -2.30
C  -0.32  -1.12  -1.23
C  1.08  -1.20  -1.16
C  1.82  -1.93  -0.23
C  3.24  -1.87  -0.09
C  3.91  -2.69  0.86
C  5.28  -2.61  1.02
F  5.91  -3.40  1.96
C  6.09  -1.74  0.27
C  5.43  -0.95  -0.67
F  6.18  -0.09  -1.44
C  4.05  -0.98  -0.87
C  -0.36  0.40  -3.21
H  -2.98  1.34  -5.22
H  -2.95  -1.44  -1.90
H  -0.92  -1.68  -0.51
H  1.64  -0.68  -1.93
H  1.29  -2.62  0.43
H  3.33  -3.40  1.46
H  7.16  -1.68  0.41
H  3.59  -0.33  -1.61
H  0.70  0.60  -3.10

Atom charges from the Löwdin analysis, given in e for atoms 1 to 5:
1. C -0.0843
2. N -0.2282
3. C -0.1755
4. C -0.1834
5. O -0.1331

---

The following is a quantum chemistry calculation of a molecular structure, C20H20FeN3O3 in a non-equilibrium geometry, from the OMol25 dataset.

calculated total energy = -66051.8605 eV
expectation value of S² = 6.101
molecular weight = 406.2 g mol⁻¹
highest occupied orbital energy (spin up / spin down) = -8.977 / -11.638 eV
charge = +1
F_max = 0.148 Eh/bohr
LUMO (spin up / spin down) = -2.48 / -5.19 eV
spin multiplicity = 5

Cartesian coordinates (Å):
C  -4.71  -2.24  -0.41
C  -3.68  -3.20  -0.38
C  -2.41  -2.85  0.09
C  -2.16  -1.55  0.54
C  -0.76  -1.15  0.94
N  0.19  -0.82  -0.17
C  1.44  -1.37  -0.07
N  2.35  -1.39  -1.06
C  3.60  -2.00  -0.63
C  3.28  -2.49  0.77
N  1.93  -2.01  0.99
C  -3.24  -0.66  0.69
C  -4.49  -0.97  0.14
H  -5.68  -2.48  -0.85
H  -3.87  -4.21  -0.73
H  -1.61  -3.59  0.12
H  -0.78  -0.34  1.69
H  -0.33  -2.02  1.43
H  2.22  -0.95  -1.96
H  3.87  -2.82  -1.30
H  4.41  -1.27  -0.63
H  3.31  -3.58  0.84
H  3.96  -2.06  1.52
H  1.48  -2.00  1.90
H  -3.07  0.30  1.18
H  -5.28  -0.22  0.16
O  1.79  5.04  2.05
C  1.46  4.31  1.20
Fe  1.23  2.76  0.37
C  2.87  2.11  0.81
O  3.79  1.50  1.16
C  0.75  1.87  1.84
O  0.64  1.35  2.88
C  -0.02  0.28  -1.13
C  -1.32  0.96  -0.93
C  -1.57  2.18  -0.41
C  -0.63  3.29  -0.22
C  0.32  3.60  -1.26
C  1.10  2.56  -1.75
C  1.12  1.31  -1.05
H  0.02  -0.17  -2.15
H  -2.19  0.34  -1.20
H  -2.60  2.39  -0.09
H  -1.04  4.11  0.39
H  0.42  4.62  -1.62
H  1.82  2.71  -2.56
H  2.07  0.78  -1.12

Atom charges from the Löwdin analysis, given in e for atoms 1 to 5:
1. C -0.0667
2. C -0.0661
3. C -0.0332
4. C -0.2263
5. C -0.0778

---

The following is a quantum chemistry calculation of a single C20H20N2O3S molecule in a non-equilibrium geometry, from the OMol25 dataset.

calculated total energy = -41019.6461 eV
molecular weight = 368.5 g mol⁻¹
highest occupied orbital energy = -7.400 eV
charge = 0
energy above the lowest of the compared OMol25 structures with the same formula, charge and spin = 379.9 kJ/mol
F_max = 0.118 Eh/bohr
structure (SMILES) = C[C@H](CCc1sccc1/N=N/c1c(O)ccc2ccccc12)CC(=O)O
LUMO = -0.75 eV
spin multiplicity = 1

Cartesian coordinates (Å):
C  -4.82  -2.77  0.36
C  -3.44  -3.00  -0.17
C  -2.82  -1.78  -0.89
C  -1.33  -1.97  -1.43
C  -0.40  -2.45  -0.26
S  -0.17  -4.02  0.30
C  0.63  -3.53  1.76
C  0.85  -2.27  1.77
C  0.27  -1.57  0.56
N  0.21  -0.25  0.29
N  0.83  0.61  1.12
C  0.57  1.95  0.88
C  -0.69  2.53  1.16
O  -1.65  1.60  1.46
C  -0.88  3.92  1.10
C  0.16  4.71  0.71
C  1.38  4.16  0.36
C  2.41  5.03  -0.08
C  3.58  4.39  -0.67
C  3.83  3.01  -0.57
C  2.88  2.20  0.13
C  1.62  2.79  0.49
C  -3.25  -4.26  -0.99
C  -3.57  -5.53  -0.20
O  -2.88  -5.93  0.75
O  -4.64  -6.19  -0.66
H  -5.13  -3.50  1.17
H  -5.69  -2.82  -0.37
H  -4.81  -1.76  0.77
H  -2.90  -3.15  0.82
H  -3.39  -1.64  -1.78
H  -3.06  -0.89  -0.40
H  -1.22  -2.66  -2.21
H  -0.90  -1.12  -1.89
H  0.99  -4.30  2.43
H  1.53  -1.71  2.45
H  -1.14  0.76  1.55
H  -1.89  4.36  1.24
H  -0.04  5.74  0.62
H  2.22  6.11  -0.13
H  4.35  4.97  -1.16
H  4.82  2.62  -0.92
H  3.06  1.13  0.20
H  -3.91  -4.29  -1.79
H  -2.26  -4.41  -1.30
H  -4.58  -7.03  -0.19

Atom charges from the Löwdin analysis, given in e for atoms 1 to 5:
1. C -0.0760
2. C -0.3968
3. C -0.1136
4. C -0.1106
5. C -0.4472

---

Please write out number 3 again, unchanged.
The following is a quantum chemistry calculation of 2 unconnected molecules or ions with the total composition C20H20F4NO in a non-equilibrium geometry, from the OMol25 dataset.

calculated total energy = -35462.3255 eV
molecular weight = 366.4 g mol⁻¹
highest occupied orbital energy = -10.313 eV
charge = +1
energy above the lowest of the compared OMol25 structures with the same formula, charge and spin = 180.0 kJ/mol
F_max = 0.036 Eh/bohr
LUMO = -6.56 eV
spin multiplicity = 1

Cartesian coordinates (Å):
C  -0.81  -0.22  2.25
N  -1.69  0.90  2.14
C  -1.10  2.20  2.18
C  -2.07  3.28  2.65
O  -3.39  3.05  2.20
C  -3.94  1.80  2.59
C  -3.10  0.62  2.11
H  -1.32  -1.05  2.75
H  -0.47  -0.58  1.27
H  0.08  0.05  2.84
H  -0.24  2.18  2.86
H  -0.74  2.49  1.17
H  -2.02  3.33  3.75
H  -1.81  4.25  2.21
H  -4.04  1.73  3.69
H  -4.93  1.78  2.11
H  -3.42  0.37  1.08
H  -3.30  -0.24  2.76
F  -0.41  1.86  -5.08
C  -1.08  1.02  -4.22
C  -2.45  0.84  -4.42
C  -3.08  -0.06  -3.55
F  -4.42  -0.29  -3.74
C  -2.41  -0.72  -2.53
C  -1.02  -0.48  -2.30
C  -0.32  -1.12  -1.23
C  1.08  -1.20  -1.16
C  1.82  -1.93  -0.23
C  3.24  -1.87  -0.09
C  3.91  -2.69  0.86
C  5.28  -2.61  1.02
F  5.91  -3.40  1.96
C  6.09  -1.74  0.27
C  5.43  -0.95  -0.67
F  6.18  -0.09  -1.44
C  4.05  -0.98  -0.87
C  -0.36  0.40  -3.21
H  -2.98  1.34  -5.22
H  -2.95  -1.44  -1.90
H  -0.92  -1.68  -0.51
H  1.64  -0.68  -1.93
H  1.29  -2.62  0.43
H  3.33  -3.40  1.46
H  7.16  -1.68  0.41
H  3.59  -0.33  -1.61
H  0.70  0.60  -3.10

Atom charges from the Löwdin analysis, given in e for atoms 1 to 5:
1. C -0.0843
2. N -0.2282
3. C -0.1755
4. C -0.1834
5. O -0.1331

---

Question: What is the formula in the fifth record?
Answer: C20H20N2O3S